# 1
ORCA calculation (ωB97M-V with the def2-TZVPD basis set) on C14H27F6FeN4O6S4 as an isolated structure in a non-equilibrium geometry.

Values from the calculation:
Charge: +2
Spin multiplicity: 6
Max |F| (eV/A): 1.99
Lowest unoccupied orbital energy (alpha / beta) (eV): -6.8 / -8.1
Relative energy (zero: lowest compared OMol25 entry of this formula, charge and spin) (eV): 0.326
<S²>: 8.76
Frontier orbital gap (alpha / beta) (eV): 8.27 / 7.09

The geometry in XYZ format:
```
62
Properties=species:S:1:pos:R:3:forces:R:3
C 3.030393 -1.237549 0.352741 -0.0999 0.0019 -0.0187
Fe -0.079624 0.981488 -0.222366 0.3164 0.1763 0.1665
C -3.516964 1.120735 2.191751 -0.0238 0.0018 -0.0165
H 1.271989 -3.354314 0.473128 1.0903 -0.1303 1.6643
H -3.582388 2.213024 0.314791 0.0062 0.0024 0.0049
H 2.373397 -1.503585 -0.482529 0.0450 0.0160 0.0515
S 1.086155 -3.525191 -2.196393 0.1815 -0.2503 -0.0616
H -0.400570 1.070630 2.480080 -0.0047 -0.0276 -0.0243
H 0.240949 -6.195321 0.324757 0.0143 0.0001 -0.0117
C -2.853096 1.835586 1.033079 -0.0014 0.0434 -0.0418
H -3.504768 -0.373399 -0.552320 -0.0015 -0.0085 0.0064
H -0.062343 -6.025101 -1.438624 -0.0119 0.0006 -0.0107
S 0.315724 1.730956 -3.198475 -0.1152 -0.0208 0.0902
H -2.847187 1.063214 3.051553 0.0190 0.0040 -0.0062
S -0.189965 -2.032271 -1.455240 -0.3926 0.2100 0.1049
C 0.169533 -3.583409 -0.700901 -0.0205 -0.0556 0.1465
H -3.573587 -1.059753 2.345359 -0.0132 -0.0059 -0.0015
F -2.477332 3.180909 -1.746104 -0.0496 -0.1644 -0.0311
H -2.273586 -1.259483 0.367512 0.0123 -0.0092 0.0186
F -1.926482 1.825218 -4.510838 -0.0209 0.0384 0.0511
C -3.808802 -0.281981 1.622077 -0.0141 -0.0052 0.0066
H -4.857338 -0.390787 1.354935 0.0029 0.0024 -0.0122
F -2.108816 5.097704 -2.676877 0.0134 0.0461 0.0464
H 1.576161 0.475314 3.522533 0.0395 0.0249 -0.0173
N 0.430433 1.185282 1.903293 -0.0366 0.0641 -0.0307
C 2.871932 0.801051 1.855920 0.0417 -0.0153 0.0139
H 0.814095 -1.626726 3.004797 0.0003 -0.0091 0.0106
C -1.821828 4.339664 -1.643407 -0.0181 0.0678 0.0151
H -4.419466 1.633760 2.515235 -0.0012 0.0005 0.0159
O 1.626107 1.205556 -3.423196 0.0628 0.0117 -0.0620
C -2.925442 -0.384940 0.371599 -0.0044 0.0151 -0.0543
H 2.936497 1.891704 1.886454 0.0074 0.0095 0.0069
H -1.413573 -6.353661 -0.317787 0.0092 0.0067 0.0137
H 4.139483 0.601054 0.154218 -0.0003 -0.0285 0.0139
H 4.010787 -1.663839 0.137272 0.0205 0.0051 -0.0016
F -2.178988 4.930941 -0.510821 0.0226 0.0314 -0.0209
H 1.846223 -3.757377 2.245728 -0.2853 -0.0625 -0.1611
O -2.077732 0.791444 0.386197 0.0581 -0.0552 0.0552
F -0.571406 0.245316 -5.110080 0.0196 0.0443 0.0458
N 0.246711 3.260462 -2.959486 0.0447 0.0064 0.0233
O -0.467729 0.950042 -2.199153 -0.0133 -0.0742 -0.1346
F -0.171705 2.300367 -5.686377 0.0316 -0.0616 0.0375
O 0.159613 3.089443 -0.446429 -0.1942 -0.0437 0.0295
H 2.360524 0.652320 -1.450066 0.0097 0.0180 0.0504
C 3.129073 0.302697 0.438856 0.0003 0.0096 0.0297
O -0.728414 -4.440942 -0.253329 0.1170 0.1183 -0.2156
H 3.236284 -1.860132 2.413653 -0.0068 0.0008 0.0051
C -0.457737 -5.856175 -0.438528 -0.0203 -0.0279 0.0022
H 3.675552 0.446732 2.504521 0.0010 0.0112 -0.0035
H 0.469505 -1.187417 1.339334 0.0209 -0.0102 0.0032
N 2.123178 -3.290550 1.382158 -0.9102 0.1442 -1.6541
S -0.011798 3.997693 -1.597783 0.0705 0.0761 -0.0675
O 0.646283 5.245636 -1.513834 0.0151 -0.0451 -0.0167
H -2.170161 2.641421 1.297923 -0.0042 -0.0073 0.0163
C -0.663491 1.519553 -4.750287 -0.0243 -0.0103 -0.1218
H 2.919906 -3.800148 0.998960 0.1016 0.0181 0.0632
C 1.232010 -1.129128 2.127135 -0.0600 -0.0326 -0.0377
H 2.344481 1.944338 -0.485825 0.0170 0.0020 -0.0258
C 2.472027 -1.855159 1.633148 0.0971 -0.0035 0.0401
H 0.688180 2.168762 1.986478 -0.0402 0.0038 0.0474
N 2.165609 0.940391 -0.489322 -0.1129 -0.1173 -0.0663
C 1.533550 0.347939 2.439180 -0.0077 0.0490 0.0312
```
Positions in Å, forces in eV/Å.

natural (NBO) population analysis, charges in e, atoms 1 to 4:
1. C -0.44
2. Fe 1.54
3. C -0.43
4. H 0.40


# 2
ORCA calculation (ωB97M-V with the def2-TZVPD basis set) on the molecule C8H9NO2 in a non-equilibrium geometry.

Values from the calculation:
Charge: 0
Max |F| (eV/A): 9.43
Lowest unoccupied orbital energy (eV): 0.0
Relative energy (zero: lowest compared OMol25 entry of this formula, charge and spin) (eV): 5.261
SMILES: CCOC(=O)c1ccccn1
Frontier orbital gap (eV): 9.53

The geometry in XYZ format:
```
20
Properties=species:S:1:pos:R:3:forces:R:3
H 0.134872 -0.702902 3.522972 -1.1190 3.6367 -0.8948
H -1.511280 1.677830 -2.624335 -2.2847 2.1259 -0.1223
H -2.327872 0.557492 2.795659 1.8189 3.0042 1.0100
C 0.446075 -0.625919 0.766553 -1.5495 1.6009 0.7198
C 0.979717 -1.151631 -1.590492 -3.7729 4.5898 0.8618
C -1.534640 1.221861 3.494880 -2.2570 -2.4085 0.6600
C -0.158978 0.432202 3.017300 1.5180 -1.8909 0.3592
O -0.358203 0.045781 1.559993 -2.3602 3.3337 0.7900
N -0.572917 0.724835 -1.075558 0.9112 -2.9997 3.1803
O 1.146904 -1.413891 1.276429 3.2988 -2.9750 0.0258
H 0.130297 0.606032 -4.318946 -0.1378 1.0556 -4.2896
H -1.483583 2.468135 3.569670 -0.2985 -3.8277 -0.8500
C 0.140236 0.498177 -3.338809 -1.8664 -3.4465 8.5789
H 1.603818 -1.818106 -1.263804 3.2498 -4.1519 1.3937
H 1.400698 -1.085533 -3.560107 1.2299 -1.1603 -1.6129
C 0.318783 -0.357432 -0.722365 -2.7289 2.8305 1.5997
H -2.213928 0.812933 4.544456 3.0969 1.2194 -2.4854
C 0.827572 -0.652123 -2.817613 -0.0974 2.9099 -5.0358
C -0.826096 1.009027 -2.287095 5.4760 -2.0326 -3.9680
H 0.811789 1.110184 3.037806 -2.1274 -1.4135 0.0796
```
Positions in Å, forces in eV/Å.

natural (NBO) population analysis, charges in e, atoms 1 to 4:
1. H 0.23
2. H 0.18
3. H 0.26
4. C 0.77


# 3
ORCA calculation (ωB97M-V with the def2-TZVPD basis set) on the molecule C7H8S in a non-equilibrium geometry.

Values from the calculation:
Charge: 0
Max |F| (eV/A): 2.49
Lowest unoccupied orbital energy (eV): -0.9
Relative energy (zero: lowest compared OMol25 entry of this formula, charge and spin) (eV): 2.005
SMILES: C=C/C=C/C(=C)C=S
Frontier orbital gap (eV): 7.70

The geometry in XYZ format:
```
16
Properties=species:S:1:pos:R:3:forces:R:3
H -2.658811 -1.913674 -0.536285 -0.0174 -0.1387 0.2514
H -0.696964 -0.609899 -1.523310 0.0603 0.4599 1.5338
H 1.097483 0.448798 0.757346 0.0455 0.3418 -1.0327
C -1.354083 -0.699774 0.614343 -1.7927 -1.5297 0.7442
C -0.426211 -0.326170 -0.452177 0.2398 0.1205 -1.8107
H 3.351020 1.829982 -2.146609 -0.3392 -0.3799 -0.1117
C -2.427559 -1.557034 0.465892 1.9487 1.2973 -0.8443
C -1.126124 -0.152553 1.964650 1.0993 0.8086 0.3760
H -3.020746 -1.888703 1.303088 -0.0598 0.1955 0.0561
H 1.124855 0.682405 -2.412184 -0.0666 0.1135 0.0658
H 3.272950 1.438012 -0.374379 0.0422 0.1376 0.3533
C 1.576068 0.808130 -1.430877 0.1656 -0.1015 0.4477
S -2.055417 -0.192712 3.279092 -0.3120 -0.2343 -0.0293
C 0.743444 0.326679 -0.288331 0.2496 -0.3514 0.1358
H -0.188011 0.428176 2.112765 -0.6457 -0.5207 -0.3480
C 2.788107 1.378337 -1.333026 -0.6174 -0.2186 0.2125
```
Positions in Å, forces in eV/Å.

natural (NBO) population analysis, charges in e, atoms 1 to 4:
1. H 0.20
2. H 0.21
3. H 0.20
4. C -0.16


# 4
ORCA calculation (ωB97M-V with the def2-TZVPD basis set) on C25H38F5N7O9P2Ti as an isolated structure in a non-equilibrium geometry.

Values from the calculation:
Charge: -1
Spin multiplicity: 2
Max |F| (eV/A): 1.59
Lowest unoccupied orbital energy (alpha / beta) (eV): 2.2 / 2.2
Relative energy (zero: lowest compared OMol25 entry of this formula, charge and spin) (eV): 1.598
<S²>: 0.75
Frontier orbital gap (alpha / beta) (eV): 5.31 / 6.75

The geometry in XYZ format:
```
87
Properties=species:S:1:pos:R:3:forces:R:3
O -1.563656 -0.105962 -1.552067 -0.0880 -0.1243 -0.2121
C -2.279463 -4.079013 1.516145 0.1262 0.0374 0.0131
O -2.223349 -1.324811 -3.835161 0.0018 0.0661 0.1248
H 4.305478 2.230369 0.070896 0.0438 0.0184 -0.0097
C 1.991717 0.218954 3.751841 -0.0396 0.0160 -0.0027
C 3.281674 0.723304 3.657612 0.0669 -0.0224 -0.0292
H 0.731824 0.017179 -4.743619 0.1705 0.0178 0.0483
F 0.509247 -1.452431 -2.880261 -0.1715 -0.3355 -0.2152
H -2.321842 -5.987965 4.167915 -0.0002 0.0018 0.0065
O 2.231733 -0.216304 -1.072404 1.4723 -0.5838 -0.1799
C -0.918344 0.995347 -4.011604 0.0548 -0.1681 0.2644
C 3.234715 2.339275 0.250698 -0.0329 0.0103 0.1507
H -5.320903 1.286280 -0.080116 0.0338 -0.0284 0.0062
H -2.601023 -3.725366 5.263256 -0.0191 -0.0015 0.0183
H -0.835508 -5.070331 4.298214 0.0079 -0.0350 0.0097
H -0.743641 -0.886166 -4.848924 -0.0938 -0.1421 -0.0235
H 4.743779 4.065061 1.581418 -0.0219 0.0127 0.0126
H -1.022939 3.563103 -0.337332 0.0802 -0.0267 -0.0399
H 0.295253 3.810718 -2.648651 0.0839 -0.0542 -0.0872
H 1.094348 3.791497 -0.348225 -0.0430 -0.0384 -0.0315
H -2.488552 1.570081 -5.385053 -0.0078 0.0178 0.0245
H 3.590134 5.406782 1.649932 -0.0040 -0.0058 0.0031
C 1.540521 0.723612 1.360839 0.5176 0.5755 0.4929
F 0.879975 -4.070935 -3.108280 0.0400 -0.1151 -0.0214
H -0.380296 0.344646 -5.956375 -0.0578 0.0224 -0.0895
N 3.607235 -1.577982 0.164306 -0.2147 -0.2593 -0.1270
N -2.063438 1.914645 0.231154 -0.0345 -0.1008 0.0896
H 2.507330 -2.924764 1.116611 -0.0021 -0.1527 -0.0138
C -3.138710 3.713815 -0.866404 0.3088 0.1370 0.0258
C 2.790891 1.406291 1.369337 -0.2075 0.0343 0.0921
H -3.626299 -3.927549 3.852862 -0.0019 0.0144 0.0264
O 0.388103 1.677805 -1.608429 -0.0571 0.7853 -0.8887
C -1.581710 -5.208472 2.260841 -0.0058 0.0424 0.1082
C -3.238537 1.276075 0.325233 -0.5237 -0.2321 -0.0892
C -4.356892 3.072437 -0.781606 -0.1206 0.1409 -0.0998
P -2.027480 -0.119817 -2.970364 -0.1909 0.1180 -0.1446
N -1.909473 -2.778416 2.097419 0.0040 0.1475 -0.0298
C -1.802704 -5.104761 3.792743 -0.0390 0.0729 -0.0788
C 1.174110 0.223115 2.627084 -0.1983 0.1735 0.0103
C 1.335523 -3.399405 -2.023637 0.1297 0.1009 0.2571
H 1.426334 5.151537 0.757809 0.0009 -0.0478 -0.0265
C -4.395756 1.839091 -0.166772 -0.0145 -0.3203 0.1655
H -3.175580 0.303680 0.783374 0.0198 -0.0464 0.0052
H -2.508608 -1.706934 3.811350 -0.0453 0.0383 -0.0147
C -1.162331 -1.948178 1.386599 -0.5469 -0.8023 0.3368
C 3.654670 1.332514 2.468381 -0.0125 -0.0387 0.0542
H -3.049481 4.687912 -1.328125 0.0351 -0.0099 0.0068
N 2.975702 3.775081 0.516156 -0.0517 -0.1138 0.0685
O -1.003894 1.379517 0.716615 0.1885 0.0619 0.2966
P 0.560131 1.732936 -3.110478 0.2557 0.3398 -0.1417
H -1.992673 -4.065435 0.466575 0.0194 0.0563 -0.0330
O 1.716022 1.155447 -3.834275 -0.0681 0.0510 -0.0650
H 4.647380 1.769315 2.387679 -0.0480 -0.0052 -0.0054
N -0.279160 0.026482 -5.000111 -0.1272 0.2368 0.2555
H -0.935543 -2.486451 3.946164 0.0561 0.0045 0.0041
C -2.586551 -3.845262 4.179601 0.0789 -0.0756 -0.0620
H 4.569502 -1.746550 0.385769 0.2239 0.0218 0.0879
N -0.530272 -1.258993 0.725815 -0.5093 -0.5253 0.8206
C 0.473378 -2.208284 -1.639337 -0.5026 0.4933 -0.4361
H 0.183612 -0.207522 2.745869 0.0508 -0.0127 0.0082
H -1.077962 2.668067 -5.382393 -0.0205 -0.0058 -0.0057
N 2.613201 -1.923347 1.065613 -0.0409 -0.0868 -0.1816
O 4.441316 -0.273238 -1.440333 -0.2160 -0.1961 -0.0068
H -2.246143 2.700205 -4.059517 0.0475 -0.0098 0.0260
F -0.798244 -2.816575 -1.641467 0.0021 0.0345 0.0433
C -2.003913 3.120444 -0.344571 -0.1230 0.5834 -0.3330
H -5.250305 3.520779 -1.192910 -0.0109 -0.0011 0.0099
C -1.951396 -2.610383 3.561839 0.0295 -0.0973 -0.1248
H 1.034017 3.527354 1.395196 0.0222 0.0160 0.0117
H -0.516717 -5.160350 2.030649 0.0050 -0.0190 -0.0202
F 2.596492 -3.061943 -2.291424 0.1022 -0.0518 0.0299
H -3.363379 -4.198698 1.561316 -0.0523 0.0432 0.0010
H 2.726733 2.091856 -0.668506 -0.1137 -0.0955 -0.2480
H 1.633749 -0.198138 4.690399 0.0008 -0.0104 -0.0377
H -1.950276 -6.160075 1.873697 0.0278 -0.0082 0.0147
C -1.729161 2.049950 -4.760848 0.0841 -0.1639 -0.1910
C 1.559655 4.075925 0.596463 0.0681 -0.0377 -0.0269
H 3.314073 3.949409 2.627986 0.0175 -0.0063 -0.0046
C 3.683197 4.316206 1.656962 0.0117 -0.0043 -0.0433
H -4.057348 0.104750 -3.507967 0.1059 0.1543 0.0329
H 3.973134 0.662402 4.491539 -0.0238 0.0308 -0.0026
Ti 0.459554 0.006891 -0.471976 0.1355 -0.2802 0.2362
O 0.441712 3.315866 -3.464910 -0.1538 0.0363 0.1688
C 3.431442 -0.651746 -0.848366 0.1048 0.8184 -0.1502
F 1.351719 -4.302734 -1.004555 0.0889 0.0100 -0.0378
H 2.772539 -1.512753 1.975562 -0.0303 0.0216 0.0659
O -3.463423 0.670020 -2.993984 -0.0380 -0.1171 0.0772
```
Positions in Å, forces in eV/Å.

Löwdin population analysis, charges in e, atoms 1 to 4:
1. O -0.33
2. C -0.14
3. O -0.31
4. H 0.12